(1)
Entry from the OMol25 dataset: a molecular structure, C40H43N5O3PPtSe (ωB97M-V with the def2-TZVPD basis set).

The calculation puts the HOMO-LUMO gap (spin up / spin down) at 6.9 / 7.2 eV. The expectation value of S² is 2.01. The total charge is +1. Its spin multiplicity is 3. Its LUMO energy (spin up / spin down) is -2.6 / -3.4 eV.

Each line ends with the Löwdin charge.
Positions of all 94 atoms, in Å:
C 0.94 -3.96 1.02  -0.141
C 0.00 3.94 2.10  -0.073
C -4.20 1.24 1.16  -0.081
Se -1.55 -2.30 -0.24  0.743
C 2.38 -2.97 -0.82  -0.159
H -5.61 5.44 2.14  0.115
H -0.79 -4.14 -3.48  0.075
C -0.84 -1.41 -3.72  -0.191
O -4.35 -0.83 0.47  -0.080
C 0.04 -3.80 -4.10  -0.097
H -4.13 -1.29 -0.36  0.050
H -0.96 -2.54 -5.52  0.108
O 0.82 -0.21 0.74  -0.271
C 0.25 -5.30 0.81  -0.190
C 1.37 1.23 6.72  -0.075
H 3.24 4.29 3.01  0.111
C 2.02 0.84 4.43  -0.023
H 1.50 -7.03 -1.97  0.079
H -0.32 -0.06 -2.10  0.071
Pt -1.38 0.15 0.37  0.830
C 3.65 -3.49 -0.56  0.006
H 0.86 4.37 -4.04  0.110
C 1.11 -6.14 -1.47  -0.095
H -3.11 2.82 -4.44  0.110
N 1.15 -3.18 -0.21  0.002
H 3.82 -4.19 0.24  0.115
H 5.67 -3.45 -1.22  0.111
H -1.24 -0.56 -4.29  0.116
H -5.01 0.91 1.81  0.142
H 1.93 -4.10 1.46  0.126
H 0.94 -3.80 -3.49  0.050
H 1.58 2.07 -0.24  0.102
H 1.76 -5.31 -1.75  0.049
H -0.72 -5.13 0.32  0.087
C 0.69 0.66 4.12  -0.174
N -3.72 0.40 0.33  -0.122
O -0.95 0.61 2.44  -0.253
C 2.54 3.17 1.32  -0.067
C 1.10 4.35 2.83  -0.061
H -1.11 3.88 -5.44  0.109
C -0.31 0.76 5.07  -0.008
H 0.96 -0.32 -3.28  0.123
H 0.66 -2.01 -5.15  0.109
C -2.24 3.03 -3.83  -0.070
H 2.78 0.78 3.67  0.108
C -3.73 5.47 1.11  -0.047
H 0.02 -5.67 1.81  0.120
H -0.99 4.23 2.44  0.105
H 0.59 -7.32 0.24  0.108
C 4.67 -3.08 -1.39  -0.062
C -2.70 4.70 0.59  -0.086
H -1.84 5.19 0.14  0.121
H 2.06 -6.41 0.46  0.107
H 0.12 -5.94 -1.87  0.072
C 1.05 -6.35 0.04  -0.240
C -0.01 3.58 -2.25  -0.075
C 3.18 -1.68 -2.72  0.008
N 0.31 0.37 2.76  -0.198
C -4.81 4.85 1.71  -0.047
P -1.24 2.45 0.05  0.964
H 0.36 -3.33 1.69  0.107
N 0.80 -1.80 -1.86  -0.001
H 3.02 -1.01 -3.55  0.113
C -0.01 3.90 -3.60  -0.068
H 3.53 2.85 1.02  0.113
H 1.64 1.46 7.74  0.108
C 1.44 2.75 0.60  -0.129
H -0.73 1.14 7.13  0.109
C 0.15 -0.81 -2.73  -0.142
H -5.73 2.98 2.19  0.118
C -0.25 -2.42 -4.70  -0.234
C -4.87 3.47 1.75  -0.023
H 5.27 -1.90 -3.08  0.110
C 0.23 -2.44 -0.83  -0.624
H -3.13 2.25 -2.05  0.104
H 3.40 1.28 6.01  0.109
C 0.04 1.05 6.38  -0.065
C 4.44 -2.19 -2.45  -0.064
C 2.16 -2.09 -1.87  -0.152
C -3.85 2.68 1.20  -0.183
H 0.85 3.82 -1.64  0.096
H 0.96 4.95 3.72  0.112
C -2.25 2.71 -2.48  -0.096
C -1.14 2.99 -1.68  -0.355
H -1.34 0.62 4.78  0.113
C 2.36 1.13 5.75  -0.069
N 1.19 -0.05 1.96  0.013
C -1.11 3.62 -4.39  -0.071
C 0.16 3.15 0.97  -0.347
C -2.72 3.31 0.65  -0.288
H -3.67 6.55 1.05  0.116
C 2.38 3.97 2.44  -0.070
H -1.68 -1.85 -3.18  0.080
H 0.19 -4.54 -4.89  0.081


(2)
Entry from the OMol25 dataset: a molecular structure, C18H19NO6 at a distorted geometry (ωB97M-V with the def2-TZVPD basis set).

The calculation puts the HOMO-LUMO gap at 8.2 eV. The total charge is 0. Its LUMO energy is 0.5 eV.

Each line ends with the Löwdin charge.
Positions of all 44 atoms, in Å:
H -6.21 -2.81 -0.46  0.129
C 3.98 0.87 1.11  -0.446
C 0.40 2.76 0.62  -0.011
C 3.01 -1.97 0.38  -0.048
H -3.78 2.94 -0.68  0.194
C -2.91 0.93 0.24  -0.250
O 1.41 2.12 -0.43  0.025
O 0.86 0.12 0.68  0.205
H 5.08 -2.11 1.16  0.192
O -4.36 -2.07 0.66  -0.024
H -6.58 -2.40 1.20  0.074
H 1.95 -1.67 -1.79  0.200
H 5.95 -0.30 -0.71  0.202
C -3.96 1.69 -0.16  -0.119
N -1.53 1.30 0.28  0.109
H 0.76 3.77 0.43  0.134
O 4.20 -0.24 1.55  0.160
C 3.92 0.62 -0.36  -0.078
C 4.43 -1.24 0.76  -0.300
C 1.47 0.78 0.04  -0.568
C 4.23 -1.43 -1.67  -0.064
O 3.68 2.05 1.53  0.071
H 4.35 1.55 -0.74  0.161
C 2.48 0.28 -0.81  -0.143
C -4.32 -0.88 0.31  -0.399
H 4.10 -0.87 -2.55  0.109
H -0.83 0.71 0.95  0.148
C -1.01 2.79 0.16  -0.320
H 3.14 -2.99 0.16  0.109
H -5.98 2.09 -0.87  0.148
H -6.36 -0.48 -0.33  0.040
H 2.32 -1.43 1.13  0.157
C -5.45 -0.02 -0.27  0.014
H 4.50 -2.43 -1.69  0.098
H -2.47 -0.87 1.14  0.130
C 2.70 -1.29 -0.85  -0.196
C -3.08 -0.48 0.36  0.012
H -5.50 -3.80 0.89  0.075
H 0.66 2.32 1.58  0.135
O -1.63 3.63 -0.46  0.079
C -5.15 1.29 -0.62  -0.133
C 4.85 -0.81 -0.59  -0.217
C -5.73 -2.76 0.64  0.000
H 2.41 0.69 -1.92  0.206


(3)
Entry from the OMol25 dataset: a single C2H3BrOS molecule at a distorted geometry (ωB97M-V with the def2-TZVPD basis set).

The calculation puts the HOMO-LUMO gap (spin up / spin down) at 6.9 / 6.9 eV. The total charge is 0. Its LUMO energy (spin up / spin down) is -1.0 / -1.0 eV.

Each line ends with the Löwdin charge.
Positions of all 8 atoms, in Å:
C -0.89 -0.22 0.06  -0.167
C 0.61 1.24 1.31  -0.005
O -0.43 0.47 1.20  -0.204
H -1.02 0.35 -0.86  0.094
H -1.94 -0.62 0.33  0.140
H -0.24 -0.94 -0.35  -0.046
S 2.05 -1.06 -1.12  -0.160
Br 1.87 0.79 -0.55  0.347